1.
A 2-piece molecular cluster, C5H7NO overall in a non-equilibrium geometry, computed with ωB97M-V with the def2-TZVPD basis set.

Each line ends with the Mulliken charge.
Atoms and positions in Å:
C 0.090924 1.902746 -0.628203  -1.22
C 0.188665 0.573647 0.083278  0.85
C 0.933556 -0.513741 -0.601660  -0.18
N 0.934015 -1.712657 -0.174971  -0.56
C -1.853994 -2.384113 0.136249  0.13
O -1.840627 -2.949877 1.122031  -0.16
C -0.377403 0.346955 1.270128  -1.01
H -0.889307 2.025422 -1.101895  0.26
H 0.845106 1.996966 -1.416883  0.35
H 0.230104 2.736263 0.066292  0.33
H 1.475307 -0.208126 -1.508604  0.31
H 1.493669 -2.310735 -0.782685  0.22
H -0.281401 -0.620521 1.754537  0.39
H -0.948612 1.117772 1.782385  0.27

Atoms 1-2, force components in eV/Å:
0.003 0.069 -0.038
-0.124 0.001 0.204

**LUMO level**: 0.51 eV
**Maximum force**: 1.350 eV/Å
**HOMO-LUMO gap**: 0.367 Ha
**HOMO**: -9.5 eV
**Multiplicity**: 1
**E**: -8834.6325 eV
**Relative energy (zero: lowest compared OMol25 entry of this formula, charge and spin)**: 36.21 kcal per mole



2.
An isolated ion of composition C5H10BrN2 and charge +1 in a non-equilibrium geometry, computed with ωB97M-V with the def2-TZVPD basis set.

Each line ends with the Mulliken charge.
Atoms and positions in Å:
C -0.463205 0.413139 -1.733842  0.12
C 0.710612 0.238331 0.162840  -0.85
C -0.730102 0.704544 0.590823  0.19
C -1.631325 -0.325735 1.531294  -1.11
C 1.836306 -0.590552 -1.800304  -0.79
N 0.725126 0.131565 -1.265098  0.13
N -1.346993 0.972255 -0.652565  0.02
Br -1.054697 0.472669 -3.449650  -0.11
H 1.405271 0.960346 0.488795  0.36
H 0.899081 -0.750058 0.459951  0.45
H -0.702345 1.659249 1.261954  0.32
H -2.707841 -0.185148 1.271654  0.34
H -1.518180 0.102003 2.622110  0.32
H -1.421325 -1.362112 1.389344  0.38
H 1.779227 -0.555756 -2.908943  0.28
H 2.759047 -0.143146 -1.572924  0.35
H 1.876146 -1.522675 -1.250041  0.34
H -2.326566 1.124952 -0.642272  0.26

Atoms 1-2, force components in eV/Å:
-5.959 0.845 -1.314
-2.238 0.731 0.172

**Total charge**: +1
**LUMO level (alpha / beta)**: -2.81 / -7.68 eV
**<S²>**: 2.01
**Maximum force**: 6.160 eV/Å
**HOMO-LUMO gap (alpha / beta)**: 0.274 / 0.235 Ha
**HOMO (alpha / beta)**: -10.3 / -14.1 eV
**Multiplicity**: 3
**E**: -78358.2649 eV
**Relative energy (zero: lowest compared OMol25 entry of this formula, charge and spin)**: 0.00 kcal per mole